<A>
DFT (wB97M-V/def2-TZVPD) results for 2 unconnected molecules or ions with the total composition C6H14N4.

ORCA input file:
```
! RIJCOSX wB97M-V def2-TZVPD def2/J DEFGRID3
* xyz 2 1
C -0.43 -0.01 2.66
C 0.44 -1.26 0.73
C 0.51 -1.13 2.22
C 0.05 1.04 0.51
C 0.22 2.27 -0.29
C -1.54 0.15 -2.91
N -0.27 1.15 1.78
N 0.25 -0.18 -0.01
N 0.61 -2.42 0.15
N -0.39 0.24 -2.40
H -0.20 0.29 3.68
H 1.55 -0.91 2.50
H 0.24 -2.06 2.71
H -0.63 2.42 -0.96
H 1.13 2.22 -0.89
H 0.28 3.14 0.35
H -1.47 -0.34 2.63
H -2.36 -0.29 -2.34
H -1.78 0.50 -3.91
H -0.08 -0.09 -1.38
H 0.81 -3.25 0.68
H 0.62 -2.51 -0.86
H -0.46 2.06 2.19
H 0.35 0.65 -2.97
*
```

Properties
HOMO level in eV: -18.2596
Frontier orbital gap in eV: 10.4791
Lowest unoccupied orbital energy in Ha: -0.2859

=====

<B>
DFT (wB97M-V/def2-TZVPD) results for 2 unconnected molecules or ions with the total composition C6H14N4.

ORCA input file:
```
! RIJCOSX wB97M-V def2-TZVPD def2/J DEFGRID3
* xyz 2 1
C 0.21 1.42 1.44
C -1.23 1.57 -0.46
C -0.85 2.17 0.76
C -0.18 -0.44 0.19
C -0.88 -1.72 0.60
C 2.43 -2.00 -0.09
N 0.42 0.21 1.18
N -0.80 0.34 -0.75
N -1.93 2.16 -1.38
N 1.53 -1.18 -0.86
H 0.79 1.79 2.22
H -1.78 2.39 1.52
H -0.50 3.12 0.47
H -0.16 -2.33 1.13
H -1.44 -2.27 -0.18
H -1.47 -1.51 1.55
H 1.94 -2.98 0.04
H 3.44 -2.23 -0.58
H 2.65 -1.46 1.00
H -1.13 0.02 -1.66
H -2.29 3.04 -1.02
H -2.11 1.91 -2.35
H 1.28 -1.66 -1.73
H 2.07 -0.35 -1.04
*
```

Properties
HOMO level in eV: -18.2671
Frontier orbital gap in eV: 9.4098
Lowest unoccupied orbital energy in Ha: -0.3255

=====

Which one sits at the top of the stability order? <A> does.

=====

<A>
DFT (wB97M-V/def2-TZVPD) results for a gas-phase ion, C4H7N4 (charge +1).

ORCA input file:
```
! RIJCOSX wB97M-V def2-TZVPD def2/J DEFGRID3
* xyz 1 1
C 1.34 1.09 -0.32
C 1.55 -1.03 0.07
C 0.61 -0.11 -0.26
C -1.68 0.33 0.20
N 2.61 0.89 -0.09
N 2.72 -0.37 0.25
N -3.04 0.23 0.10
N -0.76 -0.37 -0.40
H 1.13 2.12 -0.47
H 1.30 -2.01 0.31
H -1.30 1.18 0.64
H 3.48 -0.89 0.42
H -3.58 0.99 0.53
H -3.42 -0.71 -0.21
H -0.97 -1.35 -0.76
*
```

Properties
HOMO level in eV: -13.5398
Frontier orbital gap in eV: 9.4387
SMILES: N/C=[NH+]/c1cn[nH]c1
Lowest unoccupied orbital energy in Ha: -0.1507

=====

<B>
DFT (wB97M-V/def2-TZVPD) results for a gas-phase ion, C4H7N4 (charge +1).

ORCA input file:
```
! RIJCOSX wB97M-V def2-TZVPD def2/J DEFGRID3
* xyz 1 1
C 1.45 1.33 0.14
C -0.02 0.98 -0.49
C 1.37 -0.95 0.04
C -1.20 -0.94 0.03
N 2.02 0.31 0.49
N 0.05 -0.51 -0.50
N -1.14 1.38 0.14
N -1.82 0.37 0.40
H 1.71 2.29 0.32
H 0.04 1.28 -1.48
H 1.97 -1.39 -0.77
H 1.20 -1.69 0.81
H -1.79 -1.54 -0.79
H -1.04 -1.53 0.86
H -2.79 0.61 0.80
*
```

Properties
HOMO level in eV: -14.1276
Frontier orbital gap in eV: 8.0243
SMILES: C1=NCN2C[NH+]=N[C@@H]12
Lowest unoccupied orbital energy in Ha: -0.2243

=====

Which one sits at the top of the stability order? <A> does.

=====

<A>
DFT (wB97M-V/def2-TZVPD) results for 4 unconnected molecules or ions with the total composition C2H11O4.

ORCA input file:
```
! RIJCOSX wB97M-V def2-TZVPD def2/J DEFGRID3
* xyz -1 1
C -0.83 0.01 1.11
O -0.20 -0.07 -0.09
C -0.26 -0.94 2.14
H -1.93 -0.15 1.01
H -0.90 1.03 1.58
H -0.82 -1.14 3.07
H 0.78 -0.73 2.42
H -0.27 -1.96 1.73
H -0.52 -2.22 -2.07
H -0.61 -1.43 -0.74
O -1.00 -2.26 -1.21
H 2.00 1.16 0.64
H 1.33 0.36 -0.40
O 2.21 0.88 -0.26
H 0.78 1.97 -1.28
H -0.64 1.59 -1.10
O -0.12 2.32 -1.48
*
```

Properties
HOMO level in eV: -4.4918
Frontier orbital gap in eV: 8.6003
Lowest unoccupied orbital energy in Ha: 0.1510

=====

<B>
DFT (wB97M-V/def2-TZVPD) results for 4 unconnected molecules or ions with the total composition C2H11O4.

ORCA input file:
```
! RIJCOSX wB97M-V def2-TZVPD def2/J DEFGRID3
* xyz -1 1
C 0.26 -0.15 -0.99
O -0.58 0.18 0.04
C 1.21 -1.34 -0.69
H -0.35 -0.43 -1.86
H 0.97 0.68 -1.22
H 1.93 -1.44 -1.52
H 1.70 -1.33 0.27
H 0.67 -2.28 -0.82
H -1.98 -2.42 -0.33
H -1.49 -1.02 0.43
O -1.98 -1.94 0.48
H 1.26 0.84 2.26
H 0.07 1.00 1.21
O 0.50 1.37 2.05
H -0.52 2.81 0.96
H -0.84 2.31 -0.40
O -0.83 3.15 0.12
*
```

Properties
HOMO level in eV: -4.4849
Frontier orbital gap in eV: 8.5248
Lowest unoccupied orbital energy in Ha: 0.1485

=====

Which one sits at the top of the stability order? <A> does.

=====

<A>
DFT (wB97M-V/def2-TZVPD) results for C8H12OS2 in the gas phase.

ORCA input file:
```
! RIJCOSX wB97M-V def2-TZVPD def2/J DEFGRID3
* xyz 0 1
C -0.72 -0.15 1.10
C -1.07 -0.39 -0.38
C 0.62 -0.59 1.22
C 1.32 -0.96 -0.03
C 0.25 -0.92 -1.13
C -1.09 1.06 0.20
C 2.54 -0.04 -0.44
C -2.44 1.71 0.33
O -0.20 2.02 -0.14
S 1.32 -0.68 2.73
S -0.18 -2.51 -1.93
H -1.40 -0.43 1.85
H -2.06 -0.74 -0.80
H 1.74 -1.90 0.27
H 0.66 -0.31 -1.91
H 3.00 0.30 0.53
H 2.27 0.91 -0.88
H 3.36 -0.57 -0.85
H -2.54 2.20 1.26
H -3.22 0.91 0.29
H -2.67 2.47 -0.47
H 0.64 1.63 -0.15
H -0.13 -3.01 -0.67
*
```

Properties
HOMO level in eV: -8.6107
Frontier orbital gap in eV: 8.1636
SMILES: C[C@H]1C(=S)[C@@H]2[C@H]([C@@H]1S)[C@]2(C)O
Lowest unoccupied orbital energy in Ha: -0.0164

=====

<B>
DFT (wB97M-V/def2-TZVPD) results for 2 unconnected molecules or ions with the total composition C8H12OS2.

ORCA input file:
```
! RIJCOSX wB97M-V def2-TZVPD def2/J DEFGRID3
* xyz 0 1
S 0.86 3.59 0.92
S 1.21 3.22 -1.06
C -0.69 2.69 1.20
C 0.22 4.50 -1.87
H -0.94 2.81 2.27
H -0.58 1.62 0.98
H -1.52 3.10 0.60
H -0.85 4.38 -1.66
H 0.54 5.50 -1.56
H 0.38 4.40 -2.95
O -0.73 -1.04 -1.39
C 0.55 -3.97 1.28
C -0.58 -4.17 0.48
C 1.26 -2.78 1.19
C -0.99 -3.18 -0.41
C 0.85 -1.78 0.30
C -0.28 -1.98 -0.50
H -0.14 -0.26 -1.34
H 0.87 -4.76 1.98
H -1.14 -5.11 0.54
H 2.14 -2.61 1.82
H -1.87 -3.32 -1.05
H 1.41 -0.84 0.23
*
```

Properties
HOMO level in eV: -8.6179
Frontier orbital gap in eV: 9.2900
SMILES: Oc1ccccc1.CSSC
Lowest unoccupied orbital energy in Ha: 0.0247

=====

Which one sits at the top of the stability order? <B> does.

=====

<A>
DFT (wB97M-V/def2-TZVPD) results for 2 unconnected molecules or ions with the total composition C2H4OSi.

ORCA input file:
```
! RIJCOSX wB97M-V def2-TZVPD def2/J DEFGRID3
* xyz 0 1
C -2.97 -0.16 0.19
C -1.87 0.24 -0.05
O 1.88 -0.87 -0.03
Si 1.80 0.64 -0.32
H -4.03 -0.25 0.58
H 2.69 -1.33 0.18
H -0.83 0.44 -0.29
H 3.33 1.29 -0.27
*
```

Properties
HOMO level in eV: -8.5318
Frontier orbital gap in eV: 8.3829
Lowest unoccupied orbital energy in Ha: -0.0055

=====

<B>
DFT (wB97M-V/def2-TZVPD) results for 2 unconnected molecules or ions with the total composition C2H4OSi.

ORCA input file:
```
! RIJCOSX wB97M-V def2-TZVPD def2/J DEFGRID3
* xyz 0 1
C -0.83 0.14 3.11
C -0.20 0.06 2.10
O 0.38 0.87 -1.86
Si -0.19 -0.62 -1.54
H -1.36 0.23 4.01
H 0.72 1.23 -2.68
H 0.30 0.00 1.17
H 0.06 -1.34 -2.81
*
```

Properties
HOMO level in eV: -8.6720
Frontier orbital gap in eV: 8.4567
Lowest unoccupied orbital energy in Ha: -0.0079

=====

Which one sits at the top of the stability order? <B> does.

=====

<A>
DFT (wB97M-V/def2-TZVPD) results for a molecular structure, F2H3N2PS.

ORCA input file:
```
! RIJCOSX wB97M-V def2-TZVPD def2/J DEFGRID3
* xyz 0 1
N -0.43 -0.88 -0.27
N -0.63 -2.14 0.06
F -0.16 2.17 1.04
F 0.23 1.80 -1.37
P 1.16 2.01 -0.02
S 1.68 0.00 0.31
H -0.35 -0.63 -1.28
H -0.67 -0.03 0.40
H -0.83 -2.30 1.15
*
```

Properties
HOMO level (alpha / beta) in eV: -8.9027 / -8.8395
Frontier orbital gap (alpha / beta) in eV: 8.0663 / 7.2557
Lowest unoccupied orbital energy (alpha / beta) in Ha: -0.0307 / -0.0582

=====

<B>
DFT (wB97M-V/def2-TZVPD) results for 2 unconnected molecules or ions with the total composition F2H3N2PS.

ORCA input file:
```
! RIJCOSX wB97M-V def2-TZVPD def2/J DEFGRID3
* xyz 0 1
N 0.05 -0.71 0.16
N -0.92 -0.41 -0.54
F -1.90 0.46 1.50
F -0.34 2.43 0.45
P -2.34 0.44 -0.15
S -3.85 -0.75 -0.33
H 0.25 2.99 0.78
H -0.06 -0.43 1.15
H -0.74 -0.54 -1.56
*
```

Properties
HOMO level (alpha / beta) in eV: -8.1718 / -8.1731
Frontier orbital gap (alpha / beta) in eV: 6.6117 / 6.6178
Lowest unoccupied orbital energy (alpha / beta) in Ha: -0.0573 / -0.0572

=====

Which one sits at the top of the stability order? <A> does.

=====

<A>
DFT (wB97M-V/def2-TZVPD) results for C2H5N3O2 in the gas phase.

ORCA input file:
```
! RIJCOSX wB97M-V def2-TZVPD def2/J DEFGRID3
* xyz 0 1
N 0.59 0.95 0.37
C -0.39 0.05 0.07
N -1.64 0.54 -0.14
C 1.92 0.55 0.42
O -1.13 -2.00 -0.41
N -0.03 -1.19 -0.10
O 2.83 1.38 0.48
H -0.72 -2.88 -0.47
H 0.38 1.93 0.45
H -2.25 -0.20 -0.49
H -1.70 1.39 -0.67
H 2.16 -0.52 0.51
*
```

Properties
HOMO level in eV: -8.6980
Frontier orbital gap in eV: 9.3791
SMILES: N/C(=N\O)NC=O
Lowest unoccupied orbital energy in Ha: 0.0250

=====

<B>
DFT (wB97M-V/def2-TZVPD) results for C2H5N3O2 in the gas phase.

ORCA input file:
```
! RIJCOSX wB97M-V def2-TZVPD def2/J DEFGRID3
* xyz 0 1
C 0.19 0.94 0.60
C 0.15 -0.91 0.51
N 1.16 0.67 -0.47
N 1.08 -0.75 -0.56
N -1.45 0.15 -0.71
O -1.09 1.25 0.09
O -1.15 -1.12 0.12
H 0.58 1.60 1.46
H 0.32 -1.50 1.47
H 0.75 0.87 -1.38
H 1.90 -1.28 -0.32
H -2.45 0.07 -0.80
*
```

Properties
HOMO level in eV: -8.7252
Frontier orbital gap in eV: 9.7301
SMILES: N1O[C@H]2NN[C@H]2O1
Lowest unoccupied orbital energy in Ha: 0.0369

=====

<C>
DFT (wB97M-V/def2-TZVPD) results for C2H5N3O2 in the gas phase.

ORCA input file:
```
! RIJCOSX wB97M-V def2-TZVPD def2/J DEFGRID3
* xyz 0 1
C 0.02 0.79 0.21
C -0.64 -0.38 0.66
N -0.54 1.83 -0.24
N 2.15 -0.44 -0.14
N -1.80 -0.71 0.04
O 1.39 0.79 0.03
O 1.55 -1.46 0.30
H -0.38 -0.71 1.60
H 0.12 2.40 -0.55
H 2.37 -0.39 -1.26
H -1.99 -0.11 -0.77
H -2.25 -1.62 0.11
*
```

Properties
HOMO level (alpha / beta) in eV: -8.9274 / -6.9489
Frontier orbital gap (alpha / beta) in eV: 9.3113 / 6.3619
Lowest unoccupied orbital energy (alpha / beta) in Ha: 0.0141 / -0.0216

=====

<D>
DFT (wB97M-V/def2-TZVPD) results for C2H5N3O2 in the gas phase.

ORCA input file:
```
! RIJCOSX wB97M-V def2-TZVPD def2/J DEFGRID3
* xyz 0 1
C 0.21 -0.01 -0.15
N -0.37 0.86 -1.04
C -0.30 -1.44 -0.23
O 2.06 1.28 -0.09
O -1.61 -0.24 1.06
N 1.34 0.18 0.46
N -1.32 -1.69 0.44
H 2.94 1.16 0.27
H -1.87 -0.47 1.97
H -0.02 1.81 -0.99
H -1.38 0.81 -1.07
H 0.32 -2.24 -0.63
*
```

Properties
HOMO level in eV: -8.5871
Frontier orbital gap in eV: 9.2841
SMILES: NC(/C=N\O)=N\O
Lowest unoccupied orbital energy in Ha: 0.0256

=====

Which one sits at the top of the stability order? <A> does.